(1)
Below is an isolated molecule of C19H21NO2, with properties calculated with ωB97M-V/def2-TZVPD.

```
! wB97M-V def2-TZVPD RIJCOSX def2/J DEFGRID3
* xyz 0 1
C -4.843 -3.047 -0.031
C -4.228 -1.682 0.026
C -4.361 -0.882 1.153
C -3.802 0.380 1.174
C -3.078 0.867 0.088
C -2.489 2.226 0.254
O -3.160 3.168 0.609
C -0.997 2.362 0.031
C -0.177 1.207 0.610
C 1.063 0.946 -0.242
O 1.048 1.091 -1.445
N 2.126 0.514 0.483
C 3.410 0.146 0.052
C 3.785 0.221 -1.285
C 5.060 -0.144 -1.674
C 5.973 -0.586 -0.734
C 5.601 -0.660 0.597
C 4.328 -0.301 1.013
C 3.961 -0.395 2.468
C -2.959 0.085 -1.067
C -2.271 0.576 -2.304
C -3.540 -1.176 -1.068
H -5.785 -3.006 -0.580
H -5.049 -3.424 0.968
H -4.187 -3.746 -0.546
H -4.908 -1.243 2.011
H -3.910 1.009 2.046
H -0.675 3.316 0.452
H -0.815 2.400 -1.046
H 0.090 1.407 1.649
H -0.770 0.287 0.585
H 1.987 0.430 1.479
H 3.071 0.567 -2.014
H 5.337 -0.080 -2.715
H 6.971 -0.871 -1.032
H 6.314 -1.006 1.332
H 3.125 -1.079 2.621
H 3.693 0.583 2.872
H 4.806 -0.769 3.040
H -1.188 0.498 -2.210
H -2.525 1.615 -2.501
H -2.574 -0.021 -3.162
H -3.457 -1.785 -1.958
*
```

orbital gap	9.163	eV
energy above the lowest of the compared OMol25 structures with the same formula, charge and spin	0.0	kcal/mol

And the natural (NBO) charges, in e, turn out to be: -0.63 0.01 -0.23 -0.15 -0.18 0.59 -0.53 -0.52 -0.50 0.69 -0.62 -0.62 0.22 -0.26 -0.20 -0.23 -0.19 -0.07 -0.64 0.03 -0.65 -0.22 0.22 0.22 0.22 0.21 0.22 0.23 0.27 0.21 0.25 0.40 0.26 0.21 0.21 0.21 0.21 0.21 0.23 0.25 0.22 0.22 0.21



(2)
Below is an isolated molecule of C19H21NO6, with properties calculated with ωB97M-V/def2-TZVPD.

```
! wB97M-V def2-TZVPD RIJCOSX def2/J DEFGRID3
* xyz 0 1
C 3.898 0.560 1.689
O 2.666 1.116 1.307
C 1.520 0.627 1.872
C 1.521 -0.259 2.941
C 0.340 -0.764 3.458
C -0.865 -0.411 2.890
C -0.896 0.497 1.842
C -2.197 0.903 1.210
O -2.181 0.545 -0.175
C -2.386 1.504 -1.067
O -2.742 2.624 -0.810
C -2.109 1.044 -2.496
C -0.810 1.723 -2.956
C 0.268 0.696 -2.641
O 1.464 0.881 -2.606
N -0.348 -0.490 -2.455
C 0.366 -1.728 -2.246
C 0.046 -2.379 -0.940
C -1.028 -3.117 -0.532
C -0.765 -3.496 0.806
C 0.449 -2.965 1.108
O 0.943 -2.286 0.063
C -1.782 -0.447 -2.615
C 0.287 1.050 1.336
O 0.107 1.960 0.343
C 1.141 2.847 -0.037
H 3.908 -0.525 1.553
H 4.150 0.803 2.727
H 4.636 1.013 1.027
H 2.456 -0.569 3.379
H 0.371 -1.448 4.292
H -1.790 -0.823 3.263
H -3.036 0.382 1.679
H -2.348 1.987 1.278
H -2.962 1.341 -3.109
H -0.625 2.668 -2.451
H -0.809 1.902 -4.033
H 1.430 -1.475 -2.268
H 0.134 -2.419 -3.067
H -1.891 -3.376 -1.113
H -1.389 -4.086 1.444
H 1.046 -3.005 1.996
H -2.272 -1.043 -1.845
H -2.066 -0.834 -3.604
H 0.638 3.652 -0.574
H 1.859 2.357 -0.697
H 1.653 3.262 0.832
*
```

orbital gap	8.793	eV
energy above the lowest of the compared OMol25 structures with the same formula, charge and spin	48.3	kcal/mol

And the natural (NBO) charges, in e, turn out to be: -0.25 -0.50 0.25 -0.29 -0.22 -0.23 -0.01 -0.11 -0.51 0.82 -0.60 -0.31 -0.49 0.69 -0.63 -0.42 -0.27 0.27 -0.31 -0.32 0.10 -0.40 -0.21 0.26 -0.52 -0.25 0.18 0.17 0.20 0.22 0.21 0.21 0.19 0.23 0.24 0.25 0.23 0.26 0.21 0.22 0.23 0.21 0.23 0.19 0.18 0.21 0.18



(3)
Below is a structure of composition C19H22AsAuN2O2S2 at a distorted geometry, with properties calculated with ωB97M-V/def2-TZVPD.

```
! wB97M-V def2-TZVPD RIJCOSX def2/J DEFGRID3
* xyz 0 1
Au -0.478 0.086 0.713
C 2.440 1.990 6.555
C 2.379 1.743 5.076
C 2.363 0.445 4.576
C 2.329 0.212 3.210
C 2.284 1.279 2.332
C 2.281 2.576 2.809
C 2.339 2.804 4.174
S 2.272 0.965 0.555
O 3.430 1.596 -0.016
O 2.168 -0.474 0.413
N 0.856 1.628 0.139
C 0.687 2.305 -1.035
C 1.589 3.243 -1.516
C 1.361 3.933 -2.708
C 0.246 3.692 -3.471
C -0.689 2.734 -3.041
C -1.833 2.386 -3.788
C -2.685 1.415 -3.332
C -2.399 0.802 -2.104
N -1.355 1.112 -1.382
C -0.488 2.045 -1.811
H 2.176 1.092 7.109
H 1.772 2.798 6.851
H 3.452 2.268 6.844
H 2.394 -0.392 5.260
H 2.337 -0.787 2.800
H 2.222 3.388 2.103
H 2.356 3.814 4.554
H 2.509 3.404 -0.977
H 2.079 4.681 -3.017
H 0.068 4.211 -4.403
H -2.012 2.894 -4.724
H -3.552 1.105 -3.895
H -3.049 0.040 -1.692
C -1.086 -1.601 4.814
As -1.787 -0.413 3.436
C -1.021 1.343 3.760
C -3.622 -0.167 4.052
S -1.863 -1.509 1.635
H -1.056 -1.107 5.788
H -0.090 -1.945 4.531
H -1.755 -2.468 4.867
H -1.192 1.619 4.802
H -1.512 2.066 3.105
H 0.044 1.344 3.542
H -3.613 0.084 5.114
H -4.170 -1.101 3.901
H -4.118 0.631 3.494
*
```

orbital gap	7.595	eV
energy above the lowest of the compared OMol25 structures with the same formula, charge and spin	6.9	kcal/mol

And the natural (NBO) charges, in e, turn out to be: 0.60 -0.63 -0.01 -0.25 -0.15 -0.34 -0.17 -0.22 2.32 -0.95 -0.97 -1.02 0.16 -0.26 -0.18 -0.23 -0.10 -0.13 -0.27 0.06 -0.49 0.19 0.21 0.22 0.23 0.21 0.24 0.23 0.21 0.24 0.21 0.21 0.21 0.22 0.19 -0.97 1.42 -0.96 -0.97 -0.55 0.23 0.25 0.25 0.24 0.26 0.28 0.23 0.25 0.25



(4)
Below is a structure of composition C19H22Br2Cl4F3LiMgN3NaO14PS4 at a distorted geometry, with properties calculated with ωB97M-V/def2-TZVPD.

```
! wB97M-V def2-TZVPD RIJCOSX def2/J DEFGRID3
* xyz 1 1
C -0.828 -0.026 0.051
C -1.683 0.640 0.576
P -3.202 1.535 1.058
S -3.182 2.758 2.813
Br -3.808 -0.250 2.395
O -4.617 1.509 0.230
C -4.772 0.359 -0.626
C -6.282 -0.117 -0.477
C -7.217 1.159 -0.617
O -6.548 -0.688 0.779
S -2.420 3.228 -0.145
O -3.452 4.164 -0.514
O -1.422 3.883 0.651
F -1.719 2.588 -1.464
H -0.222 -0.719 -0.514
H -4.495 2.660 3.230
H -4.662 0.632 -1.701
H -4.052 -0.451 -0.445
H -6.552 -0.898 -1.238
H -6.944 1.786 -1.486
H -8.274 0.833 -0.612
H -7.072 1.766 0.302
H -6.416 -0.015 1.469
N 3.032 3.451 1.020
S 4.266 3.175 1.936
O 4.482 1.802 2.354
O 4.640 4.180 2.862
F 5.446 3.332 0.831
S 1.655 3.290 1.794
O 0.530 3.207 0.916
O 1.475 4.066 2.973
F 1.734 1.784 2.368
C 0.105 -3.956 1.440
Cl 0.503 -4.807 -0.080
Cl -0.340 -2.284 1.086
Cl -1.244 -4.796 2.240
Cl 1.515 -3.981 2.500
Na 6.257 1.316 0.528
C 4.214 -4.703 2.409
C 5.033 -3.683 2.181
C 5.908 -3.650 0.982
O 6.646 -2.706 0.786
C 5.834 -4.797 0.051
C 5.008 -5.823 0.277
C 4.133 -5.850 1.475
O 3.370 -6.778 1.688
H 3.571 -4.742 3.279
H 5.101 -2.835 2.851
H 6.478 -4.755 -0.818
H 4.938 -6.674 -0.401
O -6.323 1.672 4.275
H -5.898 2.050 5.058
C -0.661 7.364 -3.682
C -0.475 8.286 -2.741
C -0.154 7.905 -1.344
O 0.014 8.746 -0.486
C -0.047 6.459 -1.037
C -0.234 5.538 -1.980
C -0.554 5.918 -3.374
O -0.722 5.077 -4.234
H -0.896 7.623 -4.707
H -0.548 9.347 -2.947
H 0.187 6.198 -0.013
H -0.160 4.479 -1.772
C 3.214 -7.119 -2.769
O 4.086 -7.203 -1.916
N 2.264 -6.136 -2.752
N 3.117 -7.992 -3.804
H 1.542 -6.046 -3.441
H 2.309 -5.470 -2.002
H 3.800 -8.728 -3.848
H 2.411 -7.940 -4.514
Li 0.551 -6.647 1.603
Mg 3.500 -0.314 0.893
Br -4.770 -2.186 -1.710
*
```

orbital gap	1.557	eV

And the Mulliken charges, in e, turn out to be: 0.34 -1.01 0.53 -0.10 -0.27 -0.06 -0.98 0.02 -1.11 -0.44 1.05 -0.62 -0.37 -0.25 0.64 0.16 0.53 0.51 0.55 0.33 0.36 0.29 0.36 -0.16 1.07 -0.59 -0.56 -0.39 1.02 -0.35 -0.62 -0.28 -0.07 -0.03 -0.09 -0.03 0.12 0.76 -0.70 -0.30 0.12 -0.55 -0.40 -0.58 0.44 -0.64 0.96 0.61 0.47 0.60 -0.48 0.29 -0.41 -0.39 0.15 -0.54 -0.26 -0.11 0.20 -0.57 0.42 0.41 0.49 0.58 0.64 -0.61 -0.28 -0.44 0.17 0.10 0.23 0.16 0.92 0.19 -0.18



Q: orbital gap of number 2 (C19H21NO6)?
A: 8.793 eV